No. 1
{
  "formula": "C2H2N2PS",
  "method": "the ωB97M-V functional and the def2-TZVPD basis",
  "total_charge": -1,
  "e_lumo_ev": 2.8,
  "energy_ev": -25210.43527,
  "gap_ev": 6.465,
  "multiplicity": 1,
  "relative_energy_kcal_mol": 37.67,
  "elements": ["S", "P", "N", "N", "C", "C", "H", "H"],
  "positions_angstrom": [[-3.209, -0.641, 0.947], [-0.777, -1.289, 0.256], [-0.414, -0.443, -1.155], [0.261, -0.404, 1.247], [0.616, 0.346, -0.883], [0.978, 0.407, 0.452], [1.767, 1.133, 0.916], [0.777, 0.892, -1.781]],
  "nbo_charge": [-0.726, 1.005, -0.743, -0.751, -0.101, -0.059, 0.176, 0.198]
}

No. 2
{
  "formula": "C10H14BClN6O4Os",
  "method": "the ωB97M-V functional and the def2-TZVPD basis",
  "total_charge": 2,
  "e_lumo_ev": [-7.0, -11.5],
  "s2": 6.03,
  "energy_ev": -43364.21481,
  "gap_ev": [8.449, 4.824],
  "multiplicity": 5,
  "elements": ["Os", "Cl", "O", "O", "O", "O", "N", "N", "N", "N", "N", "N", "C", "C", "C", "C", "C", "C", "C", "C", "C", "C", "B", "H", "H", "H", "H", "H", "H", "H", "H", "H", "H", "H", "H", "H", "H"],
  "positions_angstrom": [[-0.603, -0.589, 0.718], [0.090, 0.096, 5.115], [-0.086, -1.381, 4.994], [1.238, 0.412, 6.019], [-0.842, 0.503, 2.051], [-1.157, 0.729, 5.624], [0.614, 1.898, -1.111], [-0.723, 0.156, -2.170], [1.570, -0.333, -1.413], [1.150, -0.954, -0.249], [-1.352, -0.406, -1.045], [0.100, 1.608, 0.122], [2.716, -0.905, -1.800], [0.905, 3.211, -1.202], [-1.445, -2.220, 1.662], [2.106, -1.845, 0.131], [-2.722, -0.567, -2.819], [0.569, 3.801, 0.011], [3.081, -1.857, -0.863], [-1.525, 0.016, -3.231], [-2.603, -0.773, -1.447], [0.068, 2.764, 0.822], [0.708, 0.740, -2.113], [-3.564, -0.815, -3.444], [2.002, -2.409, 1.048], [-0.293, 2.831, 1.838], [-1.170, 0.343, -4.209], [-0.888, -2.070, 0.335], [0.668, 4.834, 0.269], [-3.303, -1.199, -0.737], [-1.652, -1.541, 2.524], [-0.826, -3.032, 2.072], [1.321, 3.617, -2.108], [1.148, 1.086, -3.162], [-2.415, -2.657, 1.381], [3.940, -2.493, -0.895], [3.175, -0.598, -2.721]],
  "nbo_charge": [1.340, 1.921, -0.682, -0.602, -0.631, -0.624, -0.233, -0.319, -0.312, -0.347, -0.324, -0.235, 0.077, 0.105, -0.871, 0.038, -0.295, 0.019, -0.295, 0.095, 0.047, 0.032, 0.512, 0.282, 0.256, 0.290, 0.267, 0.224, 0.276, 0.255, 0.306, 0.299, 0.278, 0.029, 0.286, 0.277, 0.260]
}

No. 3
{
  "formula": "C5H8S2",
  "method": "the ωB97M-V functional and the def2-TZVPD basis",
  "total_charge": 0,
  "e_lumo_ev": 0.7,
  "energy_ev": -26983.19752,
  "gap_ev": 8.300,
  "smiles": "CC1=C(C)SCS1",
  "multiplicity": 1,
  "relative_energy_kcal_mol": 45.20,
  "elements": ["S", "S", "C", "C", "C", "C", "C", "H", "H", "H", "H", "H", "H", "H", "H"],
  "positions_angstrom": [[-1.394, -0.079, 0.931], [1.361, 0.815, 0.624], [-0.609, -0.335, -0.498], [0.187, 0.284, 1.857], [0.560, 0.122, -0.856], [1.385, -0.027, -2.106], [-1.504, -1.327, -1.392], [-0.820, -1.200, -2.374], [1.983, 0.967, -2.329], [0.451, -0.620, 2.486], [2.100, -0.864, -1.839], [0.711, -0.187, -3.055], [-1.587, -2.321, -0.928], [0.040, 0.960, 2.572], [-2.456, -0.809, -1.444]],
  "nbo_charge": [0.309, 0.221, -0.243, -0.647, -0.157, -0.656, -0.626, 0.216, 0.237, 0.210, 0.239, 0.233, 0.230, 0.218, 0.217]
}

No. 4
{
  "formula": "C8H14BrOP",
  "method": "the ωB97M-V functional and the def2-TZVPD basis",
  "total_charge": 0,
  "e_lumo_ev": 0.8,
  "energy_ev": -89902.61672,
  "gap_ev": 9.366,
  "smiles": "CP(Br)[C@@]12CC[C@@H](C[C@@H]1O)C2",
  "multiplicity": 1,
  "relative_energy_kcal_mol": 0.00,
  "elements": ["Br", "P", "O", "C", "C", "C", "C", "C", "C", "C", "C", "H", "H", "H", "H", "H", "H", "H", "H", "H", "H", "H", "H", "H", "H"],
  "positions_angstrom": [[3.328, -0.799, -0.156], [2.053, 0.908, 0.423], [-0.494, 2.517, -0.702], [0.394, 0.238, -0.094], [-1.184, -0.723, -1.357], [2.040, 0.682, 2.256], [-1.901, 0.464, -0.685], [-0.012, -1.033, 0.684], [-0.758, 1.282, -0.034], [-0.931, -1.787, -0.288], [0.240, -0.203, -1.559], [-0.552, 2.363, -1.650], [1.183, 1.210, 2.672], [0.867, -1.637, 0.918], [-0.988, 1.568, 0.997], [-1.691, -1.100, -2.244], [-0.512, -0.784, 1.621], [0.933, -0.986, -1.861], [2.029, -0.361, 2.569], [-0.408, -2.640, -0.726], [2.947, 1.160, 2.629], [0.320, 0.623, -2.265], [-1.839, -2.152, 0.185], [-2.453, 1.077, -1.398], [-2.611, 0.109, 0.063]],
  "nbo_charge": [-0.259, 0.807, -0.708, -0.357, -0.222, -0.960, -0.444, -0.436, 0.101, -0.400, -0.423, 0.463, 0.235, 0.227, 0.185, 0.219, 0.210, 0.230, 0.232, 0.208, 0.243, 0.203, 0.209, 0.221, 0.217]
}